The following is a DFT calculation (ωB97M-V/def2-TZVPD) of a molecular structure, C25H41AsFeGe2N2OS.

Last column: Mulliken charge in e.
Atoms and positions in Å:
As (-2.0583, 1.5582, 3.5813)  0.552
Ge (2.0360, -0.5548, -0.2736)  0.228
Ge (-0.4704, -1.7120, -0.2397)  0.554
Fe (-0.0602, 0.6538, 0.5414)  -0.037
S (-0.1637, 0.8158, 2.8497)  -0.429
O (-4.9911, 2.3910, 0.4351)  -0.624
N (-5.4495, 3.8023, -1.2773)  -0.390
N (-1.0041, 2.3017, -0.3200)  0.610
C (-2.2702, 3.4310, 3.2092)  -0.820
C (-3.1436, 3.3148, -0.6749)  -0.003
C (-1.9785, 1.3249, 5.4803)  -1.089
C (3.0551, -3.7506, -3.0204)  -0.625
C (5.5353, -2.5550, -2.6567)  -1.196
C (0.7711, -2.6551, -1.3905)  0.217
C (2.0038, -2.1271, -1.4316)  0.032
C (-1.0398, -4.2271, 1.0864)  -1.371
C (2.9354, -0.6206, 1.4780)  -0.384
C (4.4631, -0.6933, 1.4259)  -1.240
C (4.1638, -4.2401, -3.6841)  -0.776
C (3.5331, 1.3877, -1.9075)  -1.500
C (3.1698, -2.6525, -2.1615)  0.380
C (-0.9544, -2.7284, 1.3765)  -0.142
C (-1.1453, 4.5515, -1.1094)  -0.827
C (-2.5319, 4.4902, -1.0894)  -0.360
C (-2.5345, -2.2047, -2.1775)  -1.471
C (-2.0769, -1.0874, -1.2328)  -0.189
C (4.4201, -2.0650, -1.9953)  0.168
C (-2.3381, 2.2504, -0.3080)  -0.266
C (-3.5623, 0.5801, 2.8835)  -0.417
C (-0.4181, 3.4444, -0.7170)  -0.334
C (2.2215, 1.2358, -1.1195)  -0.568
C (-4.6243, 3.1255, -0.4676)  0.366
C (5.4079, -3.6450, -3.5034)  -0.530
H (-1.7808, -2.4086, -2.9373)  0.361
H (-5.1258, 4.3004, -2.0876)  0.186
H (4.8050, -1.6117, 0.9513)  0.353
H (4.0624, -5.0890, -4.3457)  0.418
H (4.4034, 1.2546, -1.2661)  0.274
H (-1.8748, -0.1802, -1.8074)  0.268
H (-4.2142, 0.3105, 3.7131)  0.467
H (6.2731, -4.0311, -4.0239)  0.413
H (-0.0792, -4.6202, 0.7520)  0.347
H (2.6335, 0.2652, 2.0464)  0.335
H (-2.8045, 1.3290, 0.0215)  0.403
H (-2.7294, -3.1334, -1.6408)  0.300
H (2.5353, -1.4834, 2.0149)  0.319
H (-2.8721, -0.8546, -0.5192)  0.210
H (-3.4549, -1.9247, -2.6896)  0.434
H (-0.6285, 5.4488, -1.4164)  0.495
H (-3.3105, 3.7080, 3.3742)  0.414
H (-3.1988, -0.3290, 2.4067)  -0.031
H (2.0977, -4.2268, -3.1780)  0.352
H (-3.1194, 5.3576, -1.3621)  0.483
H (-4.1000, 1.2040, 2.1690)  0.173
H (3.5928, 0.6581, -2.7139)  0.390
H (-1.9116, -2.3537, 1.7499)  0.073
H (-1.7771, -4.4546, 0.3156)  0.292
H (-1.3254, -4.7786, 1.9819)  0.425
H (2.2033, 2.0001, -0.3320)  0.379
H (-0.2174, -2.5302, 2.1565)  0.380
H (-1.1077, 1.8507, 5.8668)  0.402
H (0.5198, -3.5677, -1.9219)  0.574
H (-6.4435, 3.6940, -1.1460)  0.270
H (-1.9982, 3.6209, 2.1752)  0.135
H (3.5988, 2.3820, -2.3487)  0.418
H (4.5446, -1.2127, -1.3350)  0.486
H (-1.6173, 3.9967, 3.8718)  0.410
H (4.8724, -0.6756, 2.4352)  0.410
H (1.3814, 1.4245, -1.7957)  0.567
H (4.8941, 0.1509, 0.8872)  0.299
H (0.6615, 3.4637, -0.7188)  0.384
H (-1.8986, 0.2618, 5.6990)  0.374
H (6.4994, -2.0878, -2.5103)  0.416
H (-2.8893, 1.7314, 5.9192)  0.426

Properties
Calculated total energy in hartree: -9212.95551
Gap between HOMO and LUMO (spin up / spin down) in eV: 7.39 / 6.38
Charge: +2
HOMO energy (spin up / spin down) in eV: -13.113 / -13.112
M in g mol⁻¹: 693.67
<S²>: 6.017
Spin multiplicity: 5
Energy relative to the best compared isomer or geometry (same formula, charge and spin) in kcal per mole: 0.0

The following is a DFT calculation (ωB97M-V/def2-TZVPD) of a single C4H10NP molecule.

Last column: Mulliken charge in e.
Atoms and positions in Å:
P (-1.2814, -0.3298, -0.2225)  0.173
N (1.5173, 0.6435, 0.0319)  -0.508
C (-2.9898, -0.1519, 0.1200)  -0.886
C (1.2472, 2.0562, -0.1570)  -0.706
C (1.3736, -1.6485, 0.3924)  -1.141
C (0.7716, -0.3524, 0.1217)  0.542
H (-3.2736, -1.0562, 0.5194)  0.281
H (2.0676, -1.7963, -0.4315)  0.299
H (-1.3325, -1.6060, -1.0144)  0.078
H (1.9603, 2.5048, -0.6976)  0.306
H (-1.0668, 0.6770, -1.2544)  0.069
H (-3.2494, 0.7030, 0.6702)  0.287
H (0.8075, -2.5253, 0.5020)  0.377
H (2.0716, -1.7414, 1.2560)  0.319
H (1.0907, 2.5096, 0.7877)  0.294
H (0.2860, 2.1136, -0.6240)  0.216

Properties
Calculated total energy in hartree: -554.34255
Gap between HOMO and LUMO in eV: 7.67
Charge: 0
HOMO energy in eV: -7.334
M in g mol⁻¹: 103.10
Structure (SMILES): C=[PH2]/C(C)=N\C
Energy relative to the best compared isomer or geometry (same formula, charge and spin) in kcal per mole: 89.2

The following is a DFT calculation (ωB97M-V/def2-TZVPD) of a molecular structure, C27H24Cl2N3OS2SbTi.

Last column: Mulliken charge in e.
Atoms and positions in Å:
Sb (1.0290, -0.6522, 0.1054)  2.433
Ti (-0.8819, -0.2317, 2.3116)  0.058
Cl (-1.8026, -2.8141, 1.4111)  -0.062
Cl (-1.7675, -5.4172, 2.7510)  -0.174
S (-2.2402, -0.7692, 4.2789)  -0.453
S (1.3371, -1.3102, 2.5028)  -0.636
O (-0.4251, 1.5825, 2.1353)  -0.570
N (-3.8512, -0.3310, 2.1054)  -1.214
N (-2.7992, 0.5237, 1.7819)  1.094
N (-4.5798, -1.8632, 3.6092)  -0.389
C (-1.7934, 4.9622, 0.2002)  -0.815
C (-2.3983, -1.8846, -2.3286)  -0.814
C (-0.5036, 4.9121, 0.7438)  -0.483
C (-1.5273, -1.2104, -1.4845)  -0.213
C (0.2202, -2.7785, -2.0235)  -0.559
C (2.5531, 1.9817, -0.3716)  -0.572
C (0.6982, 3.1747, -2.0682)  -0.675
C (0.4421, 1.9185, -1.5338)  -0.368
C (-3.6490, -0.9545, 3.2288)  0.485
C (3.2581, -1.1765, -1.8793)  -0.180
C (-0.6595, -3.4601, -2.8580)  -0.620
C (-1.0465, -3.8081, 2.6976)  -0.212
C (5.2969, -2.4076, -1.5609)  -0.490
C (-3.1278, 1.6397, 1.2511)  -1.035
C (-1.9634, -3.0124, -3.0120)  -0.528
C (2.8942, -1.4334, -0.5582)  0.003
C (-0.2136, -1.6512, -1.3368)  0.484
C (1.8761, 3.8369, -1.7487)  -0.516
C (3.7332, -2.1822, 0.2573)  -0.577
C (-2.6206, 3.8728, 0.3447)  -0.662
C (2.7991, 3.2457, -0.8959)  -0.633
C (-2.1869, 2.7137, 1.0015)  0.515
C (4.9358, -2.6667, -0.2474)  -0.499
C (4.4569, -1.6635, -2.3795)  -0.734
C (-0.0562, 3.7859, 1.3946)  -0.391
C (-0.8834, 2.6646, 1.5207)  0.990
C (1.3757, 1.3202, -0.6961)  0.448
H (-5.4480, -1.8857, 3.1016)  0.242
H (-4.5544, -2.2128, 4.5489)  0.211
H (-1.2278, -3.2980, 3.6365)  0.218
H (-4.1863, 1.8040, 1.0506)  0.330
H (-0.3218, -4.3428, -3.3863)  0.392
H (0.1559, 5.7653, 0.6468)  0.436
H (-0.4826, 1.4119, -1.7837)  0.318
H (-0.0263, 3.6370, -2.7267)  0.450
H (5.5902, -3.2459, 0.3917)  0.397
H (0.9426, 3.7285, 1.8067)  0.477
H (-2.6454, -3.5468, -3.6608)  0.376
H (2.0738, 4.8170, -2.1638)  0.403
H (1.2392, -3.1296, -1.9110)  0.403
H (-3.4182, -1.5390, -2.4409)  0.418
H (-3.6338, 3.9011, -0.0403)  0.401
H (3.4515, -2.3795, 1.2831)  0.317
H (0.0086, -3.8812, 2.4672)  0.265
H (-1.8862, -0.3534, -0.9211)  0.130
H (2.6090, -0.5903, -2.5208)  0.372
H (4.7363, -1.4600, -3.4054)  0.398
H (3.7170, 3.7622, -0.6446)  0.405
H (-2.1401, 5.8515, -0.3076)  0.414
H (3.2844, 1.5153, 0.2791)  0.415
H (6.2341, -2.7855, -1.9494)  0.374

Properties
Calculated total energy in hartree: -4089.30180
Gap between HOMO and LUMO (spin up / spin down) in eV: 6.64 / 7.34
Charge: 0
HOMO energy (spin up / spin down) in eV: -6.433 / -8.294
M in g mol⁻¹: 711.18
<S²>: 2.013
Spin multiplicity: 3
Energy relative to the best compared isomer or geometry (same formula, charge and spin) in kcal per mole: 8.2

The following is a DFT calculation (ωB97M-V/def2-TZVPD) of a molecular structure, CFN3O2.

Last column: Mulliken charge in e.
Atoms and positions in Å:
F (-0.5986, -1.1392, -1.5285)  -0.415
O (1.0302, -2.5261, -0.2623)  -0.461
O (-0.9888, 2.7045, 0.6879)  -0.356
N (0.5675, -1.4513, -0.3384)  0.999
N (0.6541, -0.4422, 0.3485)  -0.392
N (-0.1113, 0.6207, 0.1090)  0.183
C (-0.6227, 1.6283, 0.5104)  0.441

Properties
Calculated total energy in hartree: -452.51241
Gap between HOMO and LUMO in eV: 9.58
Charge: 0
HOMO energy in eV: -10.851
M in g mol⁻¹: 105.03
Energy relative to the best compared isomer or geometry (same formula, charge and spin) in kcal per mole: 21.8

The following is a DFT calculation (ωB97M-V/def2-TZVPD) of a single C3H10N2S molecule.

Last column: Mulliken charge in e.
Atoms and positions in Å:
S (-2.7013, 0.3044, -0.6754)  -0.243
N (3.2787, 0.3193, 1.0845)  -0.558
N (0.9961, -0.1405, 0.5220)  -0.381
C (2.3209, 0.2115, -0.0015)  -0.398
C (-0.0163, -0.4488, -0.4869)  -0.611
C (-1.3964, -0.6083, 0.1835)  -0.562
H (3.8258, -0.5132, 1.1612)  0.220
H (1.0159, -0.9293, 1.1474)  0.215
H (0.2106, -1.3623, -1.0551)  0.285
H (-0.0431, 0.3298, -1.2474)  0.403
H (-1.6264, -1.6767, 0.1608)  0.332
H (-1.9925, 1.4458, -0.8038)  0.113
H (2.1745, 1.1962, -0.4317)  0.283
H (2.7162, -0.5270, -0.7015)  0.343
H (2.9006, 0.7550, 1.8952)  0.219
H (-1.4009, -0.3933, 1.2509)  0.340

Properties
Calculated total energy in hartree: -627.97109
Gap between HOMO and LUMO in eV: 9.99
Charge: 0
HOMO energy in eV: -8.938
M in g mol⁻¹: 106.19
Structure (SMILES): NCNCCS
Energy relative to the best compared isomer or geometry (same formula, charge and spin) in kcal per mole: 14.8

The evaluated maximum force for the records listed, in turn: 0.8, 4.9, 0.8, 2.3, 1.8 eV/Å.